1.
{
  "formula": "C3H2O3",
  "method": "ωB97M-V/def2-TZVPD",
  "species": ["O", "C", "H", "H", "O", "O", "C", "C"],
  "xyz": [[-2.75, -0.06, 0.92], [0.51, 0.55, -1.22], [0.59, -0.15, 1.44], [1.14, -1.38, -0.81], [1.37, -0.07, 0.87], [0.07, 1.37, -1.94], [0.98, -0.38, -0.42], [-1.68, -0.07, 1.28]],
  "homo_ev": -9.025,
  "de_lowest_kcal_mol": 41.6
}

2.
{
  "formula": "C38H48BN3O2P",
  "method": "ωB97M-V/def2-TZVPD",
  "species": ["H", "C", "H", "C", "C", "H", "C", "H", "O", "H", "H", "H", "H", "C", "H", "H", "H", "C", "H", "H", "H", "C", "C", "C", "C", "H", "H", "H", "H", "O", "C", "H", "N", "C", "H", "H", "C", "C", "H", "H", "H", "H", "C", "N", "C", "H", "H", "C", "C", "H", "C", "C", "H", "H", "H", "H", "C", "B", "H", "H", "H", "C", "H", "H", "C", "C", "C", "H", "H", "C", "C", "C", "H", "C", "C", "C", "H", "C", "H", "H", "H", "H", "P", "C", "C", "C", "N", "H", "C", "H", "C", "C", "H"],
  "xyz": [[-3.52, -8.64, 6.59], [3.25, 2.41, -2.29], [-7.37, -9.91, 5.21], [-3.68, 3.08, -5.21], [4.20, -0.17, 3.01], [-6.32, -5.77, 5.08], [4.38, 1.65, -2.54], [-0.22, 4.24, -7.12], [1.49, -1.89, -0.49], [-0.11, -2.49, 5.09], [5.68, 0.98, 1.96], [-0.80, 5.79, -11.07], [-4.75, -3.58, 6.35], [-1.86, -3.62, 4.59], [2.27, -1.63, -1.00], [-1.65, 4.53, -9.12], [-3.74, -4.63, 4.35], [-0.65, 4.95, -9.10], [3.17, 4.21, -5.16], [-2.49, 4.55, -6.23], [5.19, 2.86, -5.60], [-1.69, -2.13, 6.48], [-6.06, -6.79, 5.32], [-4.82, -7.09, 5.86], [4.86, -1.05, 5.14], [1.99, 1.55, 1.59], [-3.44, -2.00, 7.72], [1.92, 3.92, -3.04], [-4.10, -6.30, 6.05], [2.31, -3.11, 1.37], [-2.88, 2.41, -3.05], [-4.67, 1.64, -3.96], [-0.32, 2.65, 0.87], [-3.73, -3.34, 6.07], [-7.95, -7.57, 4.67], [-1.42, -4.09, 3.72], [-0.53, 0.27, 1.20], [0.25, 1.40, 0.42], [1.47, 6.75, -11.02], [-1.20, 0.70, 1.95], [3.46, -0.05, 2.23], [-0.82, 4.71, -4.43], [-4.49, -8.41, 6.16], [0.06, 1.35, -1.01], [5.45, 0.41, 2.85], [0.55, 0.57, -1.44], [-1.17, -0.31, 0.52], [0.15, 4.79, -7.98], [-2.60, 3.94, -5.34], [2.90, 6.45, -9.03], [-1.79, 3.26, -3.18], [3.90, -0.90, 4.15], [-1.06, 3.34, -2.39], [-3.00, 1.81, -2.15], [6.86, -0.60, 5.76], [2.19, 0.60, 0.22], [-0.18, 5.66, -10.19], [1.60, -2.11, 0.83], [4.63, -1.62, 6.04], [2.70, 2.29, -1.36], [-0.33, 2.73, 1.88], [1.91, 6.03, -9.05], [-0.93, 1.28, -1.24], [-1.12, -1.44, 7.08], [-3.17, -3.93, 4.95], [2.81, 3.33, -3.23], [1.10, 6.20, -10.17], [2.47, -3.14, 2.32], [2.93, -1.35, 4.29], [-6.65, -9.12, 5.39], [6.11, -0.48, 4.99], [-3.00, -2.45, 6.84], [0.24, 3.42, 0.51], [-1.66, 4.03, -4.33], [4.64, 2.73, -4.67], [5.08, 1.81, -3.73], [-5.16, -10.45, 6.17], [-1.13, -2.72, 5.35], [-4.42, 3.01, -6.00], [5.97, 1.22, -3.93], [4.73, 0.93, -1.81], [2.06, 5.20, -7.08], [0.51, -0.93, 2.03], [6.41, 0.26, 3.84], [-3.82, 2.31, -4.06], [1.43, 5.33, -7.95], [1.70, 1.38, 0.63], [7.38, 0.71, 3.73], [3.51, 3.49, -4.42], [1.32, -0.36, 3.01], [-6.98, -7.80, 5.08], [-5.41, -9.42, 5.93], [-0.34, -1.77, 2.76]],
  "homo_ev": -10.630,
  "total_charge": 1
}

3.
{
  "formula": "C8H27O9",
  "method": "ωB97M-V/def2-TZVPD",
  "species": ["H", "H", "C", "C", "H", "H", "H", "O", "H", "O", "C", "H", "H", "H", "O", "H", "O", "H", "H", "H", "O", "C", "H", "H", "H", "H", "O", "H", "C", "H", "H", "H", "H", "H", "H", "H", "O", "C", "O", "C", "O", "C", "H", "H"],
  "xyz": [[3.24, 1.17, 0.65], [0.97, -0.21, 1.07], [0.82, 3.78, -0.46], [3.29, 0.46, -0.17], [-0.85, 2.79, 0.24], [4.16, 0.69, -0.79], [-2.52, -3.36, 2.32], [2.34, -1.21, 1.27], [-0.88, 5.34, -0.82], [2.09, 0.51, -0.95], [-0.64, 3.41, -0.65], [-0.04, 0.09, -0.18], [-1.24, -3.52, 3.49], [0.86, 4.20, 0.55], [-1.18, -1.78, 2.31], [0.38, -3.58, 1.47], [-0.47, -0.48, -1.77], [2.08, 5.05, -1.21], [-3.75, -0.13, -1.78], [-2.00, -0.80, -3.17], [0.06, 0.16, 0.83], [-0.66, -3.94, 1.41], [0.14, -1.04, -2.26], [-0.67, -0.32, 1.31], [-2.08, -1.84, -1.77], [-2.54, 1.20, -1.59], [-2.75, -0.09, 0.01], [2.26, 0.44, -1.89], [-1.45, -3.19, 2.47], [2.51, -2.06, 1.69], [-1.35, -2.76, 0.02], [-1.83, -1.34, 2.88], [4.38, -1.11, 0.88], [-3.44, 0.46, 0.39], [-0.95, 2.80, -1.51], [3.44, -1.65, -0.46], [-1.43, 4.58, -0.60], [-2.75, 0.15, -1.41], [1.21, 4.72, -1.46], [3.43, -0.94, 0.37], [-1.21, -3.71, 0.14], [-1.82, -0.83, -2.09], [-0.64, -4.99, 1.67], [1.46, 2.89, -0.49]],
  "homo_ev": -12.551,
  "total_charge": 1,
  "de_lowest_kcal_mol": 16.5
}

4.
{
  "formula": "C5H8N2",
  "method": "ωB97M-V/def2-TZVPD",
  "species": ["H", "C", "H", "H", "H", "H", "H", "N", "C", "C", "H", "C", "C", "N", "H"],
  "xyz": [[0.60, -2.28, -1.01], [0.25, 0.34, -0.42], [-0.29, 2.11, -1.64], [0.10, 1.55, 1.43], [1.48, 2.02, 0.36], [-1.42, -0.73, 0.44], [1.05, 0.11, -1.13], [1.01, -1.10, 2.40], [-0.37, -0.91, 0.16], [0.50, 1.55, 0.42], [-0.88, -2.80, -0.51], [-0.50, 1.60, -0.70], [0.38, -1.14, 1.43], [-0.36, -1.98, -0.82], [-1.54, 1.65, -0.40]],
  "homo_ev": -10.334,
  "de_lowest_kcal_mol": 33.1,
  "smiles": "N#C[C@H](N)C1CC1"
}

In order of appearance, max |F| = 1.40, 0.85, 1.22, 1.11 eV/Å.
In order of appearance, frontier orbital gap = 9.6, 7.1, 10.0, 11.2 eV.
In order of appearance, total energy = -341.17051, -2157.57350, -997.86538, -304.78273 Eh.